Entry from the OMol25 dataset: a cluster of 14 separate species, C72H178N6O30 in total in a non-equilibrium geometry (wB97M-V/def2-TZVPD).

Last column: Mulliken charge in e.
Geometry (Å):
H  4.051581  7.065862  6.492216  0.249
H  0.096691  -2.860478  -1.161254  -0.025
H  -0.270339  3.029212  -7.398294  0.282
H  -0.568619  -0.155058  -2.493144  0.168
O  -3.189379  0.119722  -1.567524  -0.037
H  -1.605649  4.398202  -9.104814  0.547
O  0.494521  2.009292  11.212196  -0.282
H  -3.139669  2.152532  -6.125034  0.300
H  1.511871  -0.264878  2.517296  -0.952
H  -2.368339  -4.971588  6.929936  0.465
C  -3.015659  -2.583198  3.078216  -0.754
H  8.169851  -1.600768  -4.600664  0.422
H  -0.423369  -1.617028  2.529296  -0.588
H  -2.504519  2.206322  4.929836  0.171
H  -2.533119  2.718762  -10.536704  0.306
H  9.595731  3.842412  -0.347554  0.212
H  -4.624749  -2.550548  8.684436  0.248
C  -2.371039  1.550582  2.925236  0.763
C  1.698911  -5.144188  -4.530204  0.953
H  1.364411  -7.096378  0.169126  0.523
H  1.073291  -0.919688  -2.519244  0.266
H  -3.986019  2.448072  4.019196  0.549
H  3.176321  0.038252  2.613516  0.415
H  -4.436279  0.417852  0.073596  0.633
C  1.281181  8.441562  -5.801164  -0.940
H  -5.272349  -4.465998  0.509526  0.389
H  -1.695489  -3.314288  -4.747454  -0.064
C  3.020141  -5.782648  -4.876734  -1.877
H  -2.494909  2.045762  -4.596504  0.614
O  -4.220269  -6.270558  -2.079444  -0.498
H  1.379571  4.887792  6.539196  0.636
H  -0.163049  -2.438678  0.988026  -0.255
H  0.891751  -6.992028  -1.502074  0.232
H  -1.999229  2.540452  2.660626  0.519
C  -4.588729  -2.993888  -6.857064  -1.533
H  -4.034999  2.743642  -9.538694  0.339
H  4.102971  -5.028658  -2.400484  0.222
H  1.411321  3.539442  -2.794544  0.078
H  -0.306119  -5.631558  -3.978924  0.120
H  4.942081  -4.361328  -0.202514  0.080
O  -3.631139  0.378902  4.490036  0.291
H  -1.933219  5.094132  0.366716  0.128
H  2.187281  3.664382  -4.390344  0.323
H  -0.079409  2.749882  5.696066  0.445
H  -2.972879  -1.545188  2.748346  -0.480
H  -4.174279  -1.988248  -6.786164  0.159
O  2.056281  1.394122  1.503156  -0.455
N  2.640461  3.322492  3.849956  0.252
H  0.088911  1.717972  -1.081504  0.343
H  -2.539039  -4.655288  4.682726  0.327
H  -3.407769  1.256202  -9.858364  0.268
C  9.631391  3.977562  0.733456  -0.759
H  1.411131  1.842682  5.567686  0.191
O  -6.588659  -9.291248  1.350126  -0.388
H  -6.193619  1.200972  -5.378184  0.179
C  -4.883849  0.300042  5.212266  -1.027
C  -1.864089  6.846822  -0.783784  -0.074
C  4.485451  0.485252  5.263406  -0.497
C  -0.109039  2.901922  10.276106  -0.443
H  0.897761  -0.247148  4.862276  -0.422
O  -3.192119  1.109102  1.860066  -0.645
H  -4.284619  -4.325878  -1.505184  -0.211
H  -2.763349  8.551502  -2.461594  0.395
H  0.379541  2.079462  4.112256  -0.569
H  8.629201  1.802812  4.455166  0.312
H  -5.116359  -0.744388  5.420116  0.164
H  5.211101  -2.084328  -1.481024  0.343
H  6.411791  2.126962  4.452916  0.380
H  1.291681  6.137912  -2.925214  0.191
C  -0.135409  -2.562938  2.070576  0.657
H  -7.336469  -2.310258  -4.933464  0.389
N  6.834321  -3.214378  -3.264974  -0.675
H  -1.435499  -1.278538  8.874856  0.334
C  5.717871  -1.329028  -2.081704  -0.321
H  1.707451  1.116012  -1.069354  0.209
O  1.171041  7.630472  -4.664934  -0.212
H  0.567081  -5.610088  -0.240574  0.122
H  0.789721  -6.941948  -3.899094  0.103
C  3.623901  -6.768998  -0.733194  -0.909
H  3.940091  -5.204978  -4.786814  0.258
O  -5.958839  -0.853718  -5.247364  -0.095
O  -0.528329  -3.079368  -3.093224  -0.391
C  5.719421  1.706122  3.723806  0.616
H  4.795381  1.586782  -0.885484  0.500
H  3.841111  0.508342  -1.577424  0.314
C  -0.958839  3.803262  -7.059304  -0.227
H  6.163861  0.980092  1.719876  0.074
N  1.948251  -4.429338  -3.284164  -0.018
C  1.675201  6.309582  -4.945364  -1.121
O  -2.470629  -2.600348  4.426946  0.442
C  -5.792289  -10.261068  1.956346  -0.678
H  7.832701  -1.961418  -2.097074  0.294
N  -6.162459  -4.479588  -5.688384  -0.610
C  0.503551  1.092822  -4.902114  -0.772
H  5.030451  0.908442  6.107206  0.390
O  -2.855299  -3.109148  7.797636  -0.127
H  -4.741419  -10.218758  1.670026  0.271
C  -6.294479  -7.954788  1.790236  -0.355
H  -6.101099  -5.755518  -0.216834  0.418
H  -3.819319  -0.347618  -3.408244  0.048
C  0.755671  2.528832  5.031336  -0.141
H  -4.909179  -8.001528  0.167386  0.382
O  -2.213789  2.456652  -8.587834  -0.151
H  -4.340869  -1.498578  -2.231124  0.053
H  0.991081  9.478872  -5.634054  0.276
C  0.511741  -6.096958  -4.529034  -0.122
H  -5.141729  -3.048218  -7.794784  0.432
H  2.666771  3.789462  6.509216  0.466
C  0.840571  1.560692  0.839826  1.034
C  1.946771  4.202892  -3.473684  -1.518
H  -2.078119  -0.862738  6.745336  -0.036
C  6.976531  -1.858928  -2.763844  0.309
C  -3.179099  1.740892  4.211216  -1.152
H  5.203631  -5.647248  0.969656  0.419
H  1.340261  0.526192  -4.493544  0.440
H  3.611631  -7.309968  0.213006  0.529
H  0.397271  3.438312  12.807116  0.332
H  10.603701  4.240602  1.150006  0.330
H  -2.114319  2.239872  9.670726  0.311
C  1.129801  5.465062  -3.767344  0.921
H  -2.498619  6.277362  -1.462884  0.366
O  -0.656379  6.472602  1.366536  -0.385
H  2.398831  2.782822  3.031136  -0.208
H  0.580531  8.219582  -6.606094  0.347
H  -3.957049  -3.817758  5.176706  0.412
C  -0.808649  12.345392  -0.767664  -0.766
H  1.459051  2.095252  13.020666  0.248
H  0.820641  2.625942  0.609726  -0.271
H  6.436441  -3.205178  -4.193254  0.294
O  -0.839519  10.949332  -0.922764  -0.315
H  2.928441  4.359882  -3.026704  0.534
H  -1.505149  -2.269808  -1.521394  0.226
O  -4.515279  -6.153578  1.148986  -0.122
H  1.290781  6.181652  1.968176  0.285
C  4.727731  0.500422  -0.943434  -0.573
H  -4.847569  -2.982908  -4.814444  -0.703
H  5.031321  -1.304408  -2.927964  0.065
C  8.931431  1.614702  3.424936  -0.651
O  -0.027479  -0.308998  6.727476  -0.471
H  -0.334039  4.692342  -6.974124  0.229
C  0.550221  5.681032  1.344436  0.083
H  -4.159269  -7.910668  1.775696  0.302
C  1.535341  3.830052  4.610836  0.300
H  -3.844309  -4.113758  9.197116  0.247
C  -4.940689  -7.501428  1.135376  -0.662
C  -1.950779  3.803302  -8.259184  -0.950
H  3.196441  4.110012  3.548646  0.386
H  0.937061  5.697542  0.325526  0.075
C  -1.518319  0.778112  -6.168464  0.179
H  -5.934289  -10.250248  3.037006  0.295
H  -1.509739  0.897272  3.064696  -0.656
C  7.384881  -1.102008  -4.032194  -1.541
C  9.350351  2.884862  2.821106  -0.558
C  -2.869089  -3.763788  5.216026  -0.404
H  3.199851  -6.586648  -4.163024  0.259
C  -1.554759  -0.223618  8.627816  -1.105
H  8.931681  4.745482  1.063296  0.311
H  -6.080059  -11.260458  1.629966  0.279
C  2.345851  0.085392  1.909096  -0.033
H  1.394531  5.880602  -5.907284  0.338
O  9.424131  2.777192  1.393286  -0.271
H  2.747111  6.458422  -4.815144  0.501
H  6.514571  -1.083078  -4.688164  0.397
H  -1.012349  8.681252  -2.659364  0.049
H  -7.342049  0.298762  -6.330504  0.373
H  3.388291  -7.530788  -1.476334  0.404
H  4.335021  5.240372  6.923886  0.326
H  -3.638739  -1.086748  0.125576  0.123
H  -2.211459  -0.062888  -6.188364  -0.303
C  3.663691  6.066502  6.689506  -0.818
H  5.696591  -7.028368  -1.193514  0.432
C  -3.498619  -0.059528  -0.211024  -1.084
H  0.052991  1.639242  -4.073554  0.147
C  -1.759929  6.158502  0.525386  -0.252
H  -6.220149  -7.948728  2.877676  0.260
H  2.071291  -5.091108  -2.531154  -0.266
H  -2.819259  10.694582  -1.264494  0.344
H  7.649091  -0.053958  -3.891154  0.308
H  2.464821  -0.607388  1.076036  0.528
H  -1.633649  0.918002  6.873646  -0.271
O  -1.448379  3.284852  -5.757654  -0.495
C  -2.303049  -3.652858  2.199506  0.084
H  0.269891  -1.803598  5.423546  0.556
C  -4.070759  -3.436358  8.373736  -0.780
O  -0.873929  -3.743478  2.434346  -0.450
H  -4.817929  0.950992  6.084056  0.341
C  -6.532139  -2.086118  -5.634124  -1.020
H  -0.644879  4.508232  -4.416514  0.058
O  5.854431  -0.030698  -1.579584  -0.447
H  0.753651  1.648012  -5.806164  0.415
H  0.908481  -2.686028  2.359086  0.463
C  -4.042119  -5.286798  -1.051404  0.490
H  4.566661  0.240232  0.102736  0.039
H  2.874081  -6.243598  -5.853614  0.460
H  -2.970279  -5.272008  -0.853794  0.408
O  -0.762669  0.633782  9.456346  -0.355
H  -4.089659  -2.736668  3.183426  0.813
O  2.939561  5.636582  5.540916  -0.384
C  0.749141  1.026702  -0.557724  -0.952
H  -1.751959  12.794392  -1.078594  0.356
C  0.073971  -0.732008  5.386096  0.046
H  3.002471  6.108672  7.555016  0.324
H  0.446021  4.644092  1.663816  -0.153
H  -0.849909  -5.998718  -7.407214  0.431
H  -0.606879  6.037952  -4.359914  0.348
C  -1.396849  -0.111048  7.143996  1.146
H  -5.756499  0.598792  4.631446  0.307
H  -1.707039  -5.441548  -5.869004  -0.013
C  -2.499059  0.708612  0.609566  0.787
H  -1.727899  -0.052298  0.729696  -0.403
H  0.920111  4.585332  4.121816  0.298
H  -2.850579  -4.568958  2.421006  0.419
H  8.726501  3.723012  3.131616  0.364
C  4.980231  -6.211228  -1.108614  -0.159
H  6.580381  -5.151018  -0.043994  0.378
H  -7.044099  -7.272718  1.389046  0.373
H  -0.023339  12.898792  -1.282554  0.251
H  -3.690259  -6.872218  -3.919684  0.432
H  -1.112749  0.969192  -7.161994  0.378
H  -0.829759  6.796652  -1.123984  -0.084
C  1.207231  -6.392508  -0.648164  -0.859
C  -5.510649  -3.168168  -5.659484  1.851
C  -2.167789  2.092332  -5.635214  -0.802
C  -3.062219  2.276592  -9.692524  -0.875
H  -0.034179  1.428262  1.476516  -0.558
H  1.141391  -3.826558  -3.208464  0.318
C  -0.767469  -5.675888  -6.369394  -0.437
H  4.055501  -0.485948  5.508376  0.248
H  10.273451  3.195152  3.310706  0.539
H  -2.596329  0.033342  8.820716  0.397
H  -3.492249  -5.054448  -3.690724  -0.002
H  3.607461  1.105842  5.084306  0.005
C  -5.098289  -5.455808  0.087546  -1.145
C  -2.362529  -3.915828  6.658946  -0.922
H  -1.803479  11.005532  -2.718944  0.416
H  -2.469619  -3.379018  1.157696  -0.291
H  -5.609579  -5.274678  -5.975204  0.235
H  6.280631  -3.891338  -2.759734  0.350
H  -2.596819  -2.825098  -3.360354  -0.338
H  -0.723649  12.515292  0.305656  0.248
H  -2.885539  4.267942  -7.945464  0.384
C  0.118461  -0.842168  -1.999274  -0.457
N  -0.299379  5.243842  -3.816844  -0.198
O  5.267461  0.365582  4.093086  -0.428
H  -6.783599  -4.742228  -4.936514  0.215
C  5.498401  -5.279338  -0.013124  -1.253
H  -7.036429  -1.981838  -6.594814  0.432
H  4.885361  2.345492  3.434576  -0.355
H  -1.580939  -1.623628  -4.156104  -0.120
H  -5.113549  0.121882  -2.166294  0.495
O  -0.000939  -6.682508  -5.708034  -0.515
H  6.883871  2.519912  2.062286  0.384
H  -0.780099  3.654662  10.689826  0.321
H  2.285061  8.519922  -6.218524  0.352
C  -1.871409  10.488592  -1.761734  -0.609
H  -2.094319  1.514172  -0.003094  0.447
H  0.649901  3.388832  9.663706  0.256
O  2.579831  -5.749548  -0.709624  -0.134
C  -1.065569  1.997812  9.498546  0.018
O  7.853791  0.827962  2.790076  -0.403
H  -1.351719  -3.508508  6.680296  0.149
C  -3.487849  -6.046018  -3.238124  -0.553
O  0.363181  -0.337818  -0.625144  1.075
C  -1.644149  -2.672868  -3.867654  0.626
H  -2.478219  -6.324278  -2.935944  0.345
O  -0.432919  0.210982  -5.391244  -0.427
H  -2.682379  6.512742  0.985506  0.277
H  -0.123079  -4.802218  -6.467174  0.276
C  -4.200349  -0.429458  -2.390304  -0.590
C  6.652731  1.552522  2.508186  -0.625
O  -1.827709  8.240502  -0.795674  -0.337
C  1.106751  2.806102  12.273216  -0.830
H  1.917451  3.433052  11.902006  0.300
N  5.035711  -5.396268  -2.278194  -0.572
H  -0.874459  2.292472  8.466676  -0.130
C  -1.849509  8.937742  -2.010144  -0.245
H  9.807431  0.966202  3.437966  0.360
H  -7.512049  0.416352  -4.574224  0.318
C  -6.796329  0.292802  -5.386974  -0.863
C  -0.476219  -2.275898  -1.881074  -0.860
H  5.156941  -6.086558  -3.005454  0.323
H  -4.715599  -3.840108  7.593186  0.321
H  -3.818469  -3.754208  -6.986354  0.330
H  -0.748439  -0.425968  4.739496  -0.059
C  2.146031  4.500522  5.867876  -1.565
H  1.549111  -4.390948  -5.303694  0.407

Atoms 1-2, force components in eV/Å:
H 0.451 -0.403 0.030
H 0.279 0.119 -0.086

The largest force on an atom is 4.913 eV Å⁻¹. The value obtained for the total energy is -147890.8843 eV. The value obtained for the orbital gap is 8.42 eV. As for the energy above the lowest of the compared OMol25 structures with the same formula, charge and spin: 86.24 kJ/mol.

Entry from the OMol25 dataset: the ion C6H12O with charge +1 in a non-equilibrium geometry (wB97M-V/def2-TZVPD).

Last column: natural (NBO) charge in e.
Geometry (Å):
H  -2.555409  1.249402  0.102679  0.209
H  -0.965236  0.553026  -1.651755  0.246
H  1.412316  0.725474  0.326633  0.197
H  -0.853848  0.102781  1.315667  0.169
H  -0.340232  -1.876893  -1.687283  0.308
C  -0.012832  0.346519  -1.343686  -0.345
H  0.872830  2.164236  -0.414494  0.245
H  -0.290579  1.651089  1.975861  0.242
H  -1.690336  2.893343  0.270228  0.225
C  1.208229  -1.600294  -0.233649  0.447
H  -0.827350  -1.459844  -0.103971  0.270
C  -0.091667  -1.214582  -0.852425  -0.499
H  0.708437  0.489151  -2.201601  0.237
C  -0.566341  1.189752  0.979942  -0.411
H  2.161354  -1.136213  -0.655212  0.307
H  -2.418375  2.222464  1.638153  0.236
O  1.208932  -2.244164  0.812942  -0.028
C  -1.895941  1.919159  0.629959  -0.626
C  0.544380  1.088663  -0.083214  -0.432

Atoms 1-2, force components in eV/Å:
H -0.394 0.464 -0.629
H -2.461 0.986 -0.506

The largest force on an atom is 5.799 eV Å⁻¹. The value obtained for the total energy is -8452.8090 eV. The multiplicity is 2. The value obtained for the orbital gap (alpha / beta) is 8.86 / 5.32 eV. As for the energy above the lowest of the compared OMol25 structures with the same formula, charge and spin: 215.99 kJ/mol. As for the charge: +1.

Q: What is the energy above the lowest of the compared OMol25 structures with the same formula, charge and spin in the second record?
A: 215.99 kJ/mol